C33H58BrClNO7PS | wB97M-V/def2-TZVPD

Geometry as XYZ:
```
103
Properties=species:S:1:pos:R:3:forces:R:3
C 9.987748 0.405905 0.554835 0.197 0.173 -0.166
C 9.474216 0.803351 -0.922291 -0.601 0.809 0.355
C 8.494615 2.114539 -0.856159 -0.729 -1.267 -0.731
C 7.066767 1.660776 -1.438590 -0.640 1.238 0.336
C 5.965065 2.864977 -1.452148 -0.322 -1.586 0.095
C 4.616030 2.230173 -2.081702 -0.460 0.611 0.559
C 3.667809 3.311929 -2.817813 -0.225 -0.632 0.035
C 2.108181 3.058644 -2.403318 1.115 -0.121 -1.206
C 1.552695 1.737349 -3.186844 0.292 1.427 -0.578
C -0.026587 1.520505 -3.046685 0.505 -0.295 -0.205
C -0.480864 0.457124 -1.886337 1.519 -1.171 -2.350
C 0.622237 0.165265 -0.776097 0.967 0.206 1.746
N 1.603528 -0.939555 -1.140857 -0.576 0.674 0.761
C 2.956755 -0.684059 -0.562111 0.696 -1.359 -0.526
C -0.643248 -0.936868 -2.731695 -1.596 0.697 0.110
C -1.239336 -2.134138 -1.866796 -0.549 -1.345 2.007
O -1.517697 -2.093343 -0.634001 1.161 0.431 -4.252
C -1.589386 -3.539618 -2.595628 -1.200 -2.041 -1.303
C -3.127325 -3.861975 -2.672507 1.246 -2.332 -1.166
C -3.693604 -5.175636 -3.286255 4.795 0.895 0.363
C -2.623996 -6.191079 -3.828345 0.794 3.170 1.425
C -1.095613 -5.860784 -3.771281 -2.179 2.036 1.364
C -0.534914 -4.527408 -3.144498 -4.453 -0.822 -0.242
O -1.805740 0.788235 -1.481128 0.295 0.337 1.113
C -2.001405 1.668649 -0.394619 -0.817 1.363 1.777
C -1.069616 2.965093 -0.265655 0.183 0.957 -0.173
C -1.004554 3.631802 1.193751 1.126 1.218 -0.408
C -0.522111 5.176865 0.956338 -1.515 -1.225 -0.096
Cl -1.030847 6.084032 2.499155 0.815 -0.376 -1.113
C -2.167402 0.898583 1.035685 1.298 -1.429 -0.202
O -3.192730 1.471192 1.874885 0.084 -1.277 0.670
C -3.658732 0.551107 2.864550 -1.017 -0.090 -0.395
Br -2.349563 0.435682 4.393030 -0.609 0.034 -0.628
P -3.769333 2.395860 -0.710542 -1.469 0.604 -1.865
O -3.675501 2.970227 -2.344968 0.001 0.111 2.621
O -4.086730 3.771638 0.234876 0.506 -1.663 -1.324
S -5.167139 1.046387 -0.702752 0.125 0.361 0.384
H 9.436150 -0.526903 0.954010 1.072 1.432 -0.684
H 11.127479 0.241450 0.519808 -1.831 -0.008 0.291
H 9.780972 1.261275 1.305674 0.401 -1.360 -1.275
H 8.855400 -0.055736 -1.373310 1.088 1.244 0.661
H 10.324929 1.048857 -1.647962 -1.047 -0.546 1.200
H 8.354061 2.455599 0.230574 0.303 -0.334 -1.671
H 8.877415 2.964536 -1.519601 -0.394 -1.094 1.137
H 7.133119 1.302408 -2.532800 0.171 0.375 1.734
H 6.624338 0.814957 -0.783700 0.785 1.189 -1.117
H 6.334145 3.769398 -2.041754 -0.463 -1.215 0.800
H 5.688576 3.156026 -0.365475 0.732 -0.161 -1.794
H 4.007223 1.839586 -1.177314 1.019 0.429 -1.514
H 4.836494 1.321868 -2.763093 -0.258 1.545 1.016
H 3.795033 3.209109 -3.959671 -0.307 0.218 1.691
H 3.989418 4.376282 -2.547772 -0.484 -1.474 -0.207
H 2.111625 2.936293 -1.268376 -0.301 0.294 -1.451
H 1.523134 3.993619 -2.748644 0.606 -1.574 0.783
H 2.206038 0.832651 -2.951631 -1.127 1.058 -0.109
H 1.749109 1.977850 -4.304975 -0.269 -0.423 1.759
H -0.531915 2.542340 -2.925092 0.653 -1.537 0.062
H -0.398120 1.113766 -4.065867 0.439 0.604 1.760
H 1.293910 1.076179 -0.528595 -1.351 -1.245 -0.670
H 0.205218 -0.169689 0.252499 -0.022 0.876 -1.791
H 1.218125 -1.810556 -0.742579 0.397 0.720 -0.262
H 3.387874 -1.717581 -0.272560 -0.553 1.715 -0.298
H 2.963292 -0.015033 0.364035 0.060 -0.756 -1.253
H 3.631931 -0.304415 -1.413521 -0.926 -0.225 1.622
H -1.458406 -0.681462 -3.518480 1.118 -0.646 1.268
H 0.288607 -1.192590 -3.338257 -1.211 0.159 1.196
H -3.907015 -3.116883 -2.264050 1.672 -1.156 -0.645
H -4.820796 -5.402965 -3.302766 2.104 0.449 -0.004
H -3.016776 -7.176814 -4.256472 0.950 1.600 0.635
H -0.349927 -6.627988 -4.166226 -1.244 1.212 0.619
H 0.587747 -4.310233 -3.079062 -1.956 -0.403 -0.163
H 0.011716 2.832330 -0.620706 -1.678 -0.178 0.441
H -1.521433 3.771443 -0.967463 0.821 -1.312 0.956
H -2.001953 3.712537 1.736838 1.417 -0.494 -0.816
H -0.172275 3.167806 1.847086 -1.660 0.402 -0.908
H -1.200612 5.593979 0.130723 1.351 -0.340 1.199
H 0.590812 5.266057 0.732840 -1.610 0.131 0.471
H -2.422116 -0.214354 0.896360 0.395 1.667 -0.385
H -1.129608 0.909534 1.554131 -1.728 0.209 -0.585
H -3.792430 -0.522265 2.495944 0.538 1.579 0.261
H -4.684183 0.867405 3.290735 1.993 -0.076 -0.679
H -4.538393 3.386983 -2.579081 0.767 -0.531 0.363
H -5.009761 3.759181 0.574353 0.773 -0.379 -0.342
C -2.585845 -3.747972 5.061964 0.017 -0.376 -0.176
C -2.712628 -4.025817 6.535901 -0.007 -0.723 0.278
C -2.855740 -2.840891 7.453537 -0.044 -0.180 0.351
O -2.699980 -5.163611 6.968685 -0.006 0.559 -0.214
H -2.490090 -4.692999 4.522280 -0.003 0.098 0.113
H -3.478134 -3.228782 4.703942 0.129 0.212 0.024
H -1.695142 -3.144859 4.872824 -0.168 0.177 -0.044
H -3.759363 -2.281973 7.200429 0.161 0.147 -0.106
H -1.977095 -2.197552 7.369872 -0.154 0.135 -0.116
H -2.937215 -3.190117 8.485293 0.021 0.007 -0.153
C -8.132591 -2.527936 3.084128 -0.116 0.126 0.372
C -6.651122 -2.332005 3.266403 0.282 0.239 0.640
C -5.759914 -2.661422 2.097899 0.271 0.103 0.172
O -6.192025 -1.923122 4.318228 -0.149 -0.171 -0.547
H -8.650150 -2.251801 4.005433 0.101 -0.035 -0.116
H -8.494949 -1.890747 2.274493 -0.004 -0.195 -0.102
H -8.344547 -3.576447 2.864316 -0.034 0.087 -0.197
H -6.016954 -2.029916 1.244263 -0.054 -0.168 -0.082
H -5.866956 -3.715822 1.834328 -0.080 0.089 -0.164
H -4.719406 -2.473469 2.371542 -0.134 -0.093 -0.028
```
Positions in Å, forces in eV/Å.

Computed properties:
HOMO level, eV: -8.92
DFT total energy, eV: -153665.292